# 1
{
  "formula": "C10H10F3NO",
  "method": "ωB97M-V/def2-TZVPD",
  "species": ["C", "C", "C", "C", "C", "C", "C", "C", "C", "C", "N", "O", "F", "F", "F", "H", "H", "H", "H", "H", "H", "H", "H", "H", "H"],
  "coordinates": [[-0.4603, -1.3963, -2.9746], [0.7830, -1.8397, -2.5695], [-1.1602, -0.4400, -2.2530], [1.2732, -1.4009, -1.3648], [-0.7366, -0.0836, -0.9923], [0.4892, -0.6365, -0.6217], [-1.2833, 0.9505, -0.1277], [0.6111, 0.2647, 1.1725], [-1.5062, 0.6151, 2.3552], [1.8774, 1.0769, 1.0574], [-0.5901, 0.9771, 1.2303], [0.8045, -0.7469, 2.1602], [1.8093, 1.9440, -0.0015], [2.0104, 1.8533, 2.1944], [3.0191, 0.2840, 0.8374], [-0.9673, -1.6789, -3.8356], [1.3797, -2.3888, -3.2012], [-2.0398, 0.0137, -2.6509], [2.3159, -1.7430, -1.0020], [-1.0561, 1.9879, -0.4173], [-2.3280, 0.8207, 0.0775], [-2.2632, 1.4209, 2.3753], [-1.7797, -0.3333, 2.1834], [-0.9212, 0.7916, 3.3410], [0.7190, -0.3125, 3.0271]],
  "atomic_forces_ev_per_a": [[0.066, 0.923, 0.873], [-1.481, 1.032, 0.156], [-0.264, -0.168, 0.720], [3.602, -1.964, 0.611], [2.043, -0.885, -0.937], [-1.943, 3.942, 5.316], [0.493, 1.858, 2.251], [0.916, -3.735, -2.484], [2.990, 4.883, 0.962], [0.985, 0.753, -0.688], [-0.427, -0.431, -0.390], [-0.233, 1.052, -0.411], [0.171, -0.744, 1.088], [0.596, -0.990, -1.125], [-2.029, 1.620, 0.886], [-0.153, -0.796, -1.801], [1.112, -1.508, -1.258], [-0.626, 0.038, -0.372], [-1.854, 0.700, -0.612], [-0.578, -0.453, -0.978], [-0.705, 0.157, -0.140], [-0.043, -0.914, -0.101], [-1.736, -3.464, 0.166], [-1.080, -0.650, -1.487], [0.179, -0.258, -0.246]],
  "nbo_charge": [-0.205, -0.202, -0.187, -0.248, -0.101, 0.044, -0.235, 0.384, -0.397, 0.927, -0.467, -0.702, -0.326, -0.336, -0.329, 0.211, 0.214, 0.206, 0.238, 0.230, 0.207, 0.216, 0.194, 0.190, 0.473],
  "e_tot_ha": -816.5617,
  "e_lumo_ev": 0.70,
  "relative_energy_kcal_mol": 45.5
}

***

# 2
{
  "formula": "C5H7NO",
  "method": "ωB97M-V/def2-TZVPD",
  "species": ["C", "C", "C", "C", "C", "N", "O", "H", "H", "H", "H", "H", "H", "H"],
  "coordinates": [[-3.1399, -0.0249, 0.1336], [-2.6569, 1.1624, -0.0484], [0.7484, -0.7266, 0.5562], [0.8899, -1.0235, -1.0097], [0.5741, 0.3673, -0.5289], [0.3626, 1.4881, -1.0434], [-3.4261, -1.1281, 0.2071], [-2.1975, 1.8900, 0.6928], [-2.8882, 1.4801, -1.0381], [-0.1433, -1.0739, 1.0264], [1.7296, -0.4680, 0.9260], [1.8615, -1.4135, -1.3291], [0.0999, -1.5836, -1.6685], [0.0896, 2.3149, -0.4235]],
  "atomic_forces_ev_per_a": [[1.162, 0.799, 0.485], [0.396, 1.909, 1.027], [-0.313, 2.051, -3.478], [-1.055, -0.449, -0.435], [0.395, -2.066, -0.391], [-0.300, 1.389, 0.715], [-0.938, -1.816, 0.229], [-0.879, -1.513, -1.007], [0.113, 0.593, -0.663], [0.028, -0.164, 0.941], [-0.105, -0.853, 1.067], [-0.048, 0.753, 0.146], [1.037, 1.183, 1.878], [0.504, -1.815, -0.514]],
  "nbo_charge": [0.712, -0.797, -0.496, -0.501, 0.328, -0.613, -0.455, 0.271, 0.266, 0.240, 0.242, 0.226, 0.234, 0.343],
  "smiles": "N=C1CC1.C=C=O",
  "e_tot_ha": -324.5708,
  "e_lumo_ev": 0.79,
  "relative_energy_kcal_mol": 96.4
}

***

# 3
{
  "formula": "C4H8NOS",
  "method": "ωB97M-V/def2-TZVPD",
  "species": ["O", "C", "N", "C", "C", "S", "C", "H", "H", "H", "H", "H", "H", "H", "H"],
  "coordinates": [[0.4498, 1.8278, -2.1022], [0.0372, 1.0290, -1.2855], [0.9801, 0.3341, -0.5801], [0.6544, -0.8654, 0.3207], [0.5192, -0.3569, 1.7640], [-0.6964, -1.2872, 2.8075], [-1.3216, 0.4057, -1.1943], [1.9304, 0.6930, -0.5589], [-0.2536, -1.4588, 0.0872], [1.5362, -1.4591, 0.3782], [1.4425, -0.2342, 2.2237], [0.0800, 0.5905, 1.6495], [-1.6630, 0.3682, -0.1591], [-1.4949, -0.5298, -1.7825], [-2.2004, 0.9430, -1.5681]],
  "atomic_forces_ev_per_a": [[-0.850, 1.704, -0.507], [1.989, -2.248, -0.818], [-1.206, -1.857, 1.155], [0.331, 1.668, 0.872], [-2.782, -1.074, -0.478], [0.556, -0.129, -0.293], [-2.564, 0.337, -0.112], [-0.507, -0.095, -0.212], [0.789, 0.646, -0.401], [0.583, -0.938, -0.768], [1.857, 0.064, 0.858], [-0.424, 1.584, 0.074], [0.491, -1.013, 0.227], [0.967, 0.294, 1.003], [0.769, 1.055, -0.601]],
  "nbo_charge": [-0.655, 0.663, -0.619, -0.256, -0.517, -0.744, -0.749, 0.393, 0.232, 0.188, 0.171, 0.172, 0.256, 0.239, 0.225],
  "smiles": "CC(=O)NCC[S-]",
  "e_tot_ha": -685.4145,
  "e_lumo_ev": 3.69,
  "charge": -1,
  "relative_energy_kcal_mol": 26.1
}

***

# 4
{
  "formula": "C11H21N2S",
  "method": "ωB97M-V/def2-TZVPD",
  "species": ["C", "C", "C", "C", "C", "C", "C", "C", "C", "C", "C", "N", "N", "S", "H", "H", "H", "H", "H", "H", "H", "H", "H", "H", "H", "H", "H", "H", "H", "H", "H", "H", "H", "H", "H"],
  "coordinates": [[-1.1180, -0.9282, -1.7179], [-1.1108, 0.3703, -1.3811], [-2.1929, -1.5625, -0.9536], [2.0678, 0.6708, 1.3202], [-2.8399, -0.5265, -0.0944], [0.9379, -0.2282, 1.2353], [2.7129, -0.6124, -0.5594], [-2.9586, -0.8624, 1.3826], [3.6859, -1.6418, -0.0046], [2.3757, 1.8164, -0.8562], [-2.4532, 1.9275, 0.0669], [2.6379, 0.5831, -0.0558], [-1.9235, 0.6464, -0.2701], [0.7237, -1.2723, 0.0476], [-0.6951, -1.3899, -2.6061], [-0.7118, 1.1786, -1.9380], [-2.7849, -2.1150, -1.6459], [-1.6909, -2.3408, -0.3309], [1.8257, 1.7965, 1.5360], [2.9074, 0.2821, 2.0104], [-3.8277, -0.2618, -0.4474], [0.4137, -0.2968, 2.1156], [2.7146, -0.7253, -1.6844], [-3.3271, 0.1203, 1.8369], [-2.0845, -1.3534, 1.9400], [-3.7687, -1.6764, 1.6522], [4.6411, -1.2395, -0.4471], [3.5194, -2.6503, -0.4399], [3.7054, -1.5954, 1.1827], [2.5749, 2.7565, -0.3152], [2.7837, 1.7997, -1.8655], [1.2025, 1.9314, -1.0031], [-2.2659, 2.3010, 1.0851], [-2.2232, 2.7199, -0.5474], [-3.4969, 1.8614, -0.0040]],
  "atomic_forces_ev_per_a": [[-0.874, -0.552, -0.759], [-2.015, 2.938, 1.793], [1.349, -2.244, 0.646], [2.883, 1.232, -0.669], [0.996, -0.251, 1.160], [-0.376, 2.162, 2.103], [-0.509, -3.254, -2.459], [-1.584, -1.020, 2.194], [0.345, 0.795, 1.437], [-3.198, -0.524, 0.079], [-0.012, -0.127, 2.024], [0.844, 5.092, 0.868], [0.446, -1.322, -3.084], [1.392, -3.510, -2.297], [0.302, 0.251, 0.379], [0.752, 0.604, -0.074], [-1.020, -0.321, -0.369], [-0.569, 0.248, -0.222], [0.490, -2.164, -0.106], [-1.384, 0.844, -0.432], [-0.225, 0.308, -0.278], [-1.533, -0.324, 1.843], [-0.137, 0.667, 1.166], [0.706, -1.564, 0.103], [-0.650, 1.393, -1.186], [1.117, 1.768, -1.081], [-0.473, -0.616, 0.837], [-0.044, 0.676, 0.666], [0.140, -0.471, -2.667], [0.702, -0.757, -0.149], [0.370, -0.122, 0.311], [1.904, -0.429, 0.138], [0.367, -0.647, -0.092], [1.216, 1.433, -1.823], [-1.720, -0.189, 0.000]],
  "nbo_charge": [0.020, 0.036, -0.511, -0.263, -0.059, -0.501, 0.094, -0.642, -0.648, -0.401, -0.433, -0.436, -0.240, 0.102, 0.256, 0.235, 0.266, 0.276, 0.232, 0.225, 0.226, 0.217, 0.226, 0.225, 0.243, 0.250, 0.237, 0.243, 0.229, 0.232, 0.227, 0.157, 0.234, 0.229, 0.218],
  "e_tot_ha": -938.9757,
  "multiplicity": 3,
  "e_lumo_ev": [-2.54, -5.86],
  "charge": 1
}

***

# 5
{
  "formula": "C13H11BO12S",
  "method": "ωB97M-V/def2-TZVPD",
  "species": ["O", "C", "O", "C", "O", "C", "O", "C", "O", "C", "C", "C", "C", "C", "C", "C", "O", "B", "O", "O", "H", "H", "H", "H", "H", "H", "H", "C", "C", "O", "S", "O", "O", "O", "H", "H", "H", "H"],
  "coordinates": [[5.0447, 0.1498, 1.6232], [4.0905, -0.2773, 1.0700], [2.7773, -0.4516, 1.5647], [1.9815, 0.1511, 0.5551], [1.1403, 0.9595, 0.7125], [2.6000, -0.5083, -0.7240], [2.0780, -0.7795, -1.9749], [0.6905, -1.1011, -1.9432], [0.3699, -2.2487, -2.0001], [-0.3350, 0.0488, -1.8912], [-0.2346, 1.0576, -2.9612], [-1.1940, 2.1715, -2.9439], [-2.1989, 2.2586, -1.8836], [-2.3122, 1.2401, -0.8431], [-1.3773, 0.1294, -0.8553], [3.9068, -0.7877, -0.3995], [4.8568, -1.3798, -1.2231], [5.4046, -0.3884, -2.0892], [5.2129, 0.9779, -1.7969], [6.1360, -0.8090, -3.2239], [0.5284, 1.0086, -3.7710], [-1.1326, 2.9317, -3.7510], [-2.9043, 3.1168, -1.8688], [-3.0778, 1.3153, -0.0427], [-1.3810, -0.6793, -0.0809], [5.7051, 1.2082, -0.9834], [7.0816, -0.8504, -2.9850], [-4.6062, -1.3091, 3.9140], [-3.1548, -1.4899, 3.5120], [-3.0530, -0.8782, 2.2239], [-4.0818, 0.3651, 2.1443], [-3.3632, 1.5607, 2.4229], [-4.8878, 0.2066, 0.9834], [-4.9649, -0.0074, 3.4435], [-5.2488, -2.0402, 3.4172], [-4.7475, -1.3766, 4.9914], [-2.8634, -2.5374, 3.4644], [-2.4859, -0.9576, 4.1933]],
  "atomic_forces_ev_per_a": [[-0.495, -0.260, 0.266], [-0.459, -1.740, -2.373], [0.384, 2.317, 1.060], [0.778, -1.556, -1.542], [0.090, -0.399, 0.278], [1.534, -0.531, 0.109], [-0.345, 0.911, 1.437], [-1.689, -0.102, 0.208], [0.442, 0.555, 0.092], [-0.384, 1.867, -0.723], [-1.972, 0.529, 2.011], [0.120, -1.834, 1.501], [1.128, -1.349, -0.182], [1.823, -0.232, -1.600], [0.670, 0.800, -1.504], [-1.428, 0.111, 0.264], [-0.624, 2.338, 0.091], [0.649, -0.094, -0.625], [0.923, -1.161, 0.176], [-0.290, 0.221, 1.812], [-0.646, -0.091, 0.902], [-0.165, -0.593, 0.798], [0.634, -0.745, -0.052], [0.796, 0.057, -1.011], [-0.186, 0.967, -0.765], [-0.624, 0.071, -0.382], [-0.533, 0.046, -0.483], [-0.138, -0.571, -0.104], [0.218, 0.148, 0.586], [-0.653, 0.180, -0.209], [-0.037, -0.407, 0.631], [-0.385, -0.142, -0.263], [0.324, 0.214, 0.169], [0.584, 0.205, -0.291], [0.040, -0.008, 0.037], [-0.043, 0.252, -0.068], [-0.005, 0.087, -0.272], [-0.035, -0.059, 0.023]],
  "nbo_charge": [-0.497, 0.759, -0.530, 0.751, -0.462, 0.164, -0.500, 0.772, -0.485, -0.097, -0.217, -0.216, -0.193, -0.208, -0.193, 0.179, -0.662, 1.320, -0.934, -0.922, 0.232, 0.225, 0.224, 0.237, 0.231, 0.508, 0.503, -0.100, -0.103, -0.684, 2.526, -0.885, -0.886, -0.677, 0.194, 0.214, 0.216, 0.196],
  "smiles": "O=C1OC(=O)C(OC(=O)c2ccccc2)=C1OB(O)O.O=S1(=O)OCCO1",
  "e_tot_ha": -1827.9236,
  "e_lumo_ev": -0.23
}

***

# 6
{
  "formula": "C3H10O3",
  "method": "ωB97M-V/def2-TZVPD",
  "species": ["C", "O", "C", "C", "O", "H", "H", "H", "H", "H", "H", "H", "H", "H", "H", "O"],
  "coordinates": [[-1.7394, 0.8014, 2.0584], [-2.7290, -0.2272, 1.7796], [-1.0156, 0.8692, 0.6556], [0.4497, 1.2086, 0.6957], [0.6962, 2.2485, -0.3344], [-2.3954, 1.7419, 2.4143], [-1.2094, 0.3653, 2.8232], [-3.6393, 0.2659, 1.8921], [-1.4314, 0.0355, 0.0504], [-1.5240, 1.6751, 0.1304], [0.8028, 1.8306, 1.7013], [1.2718, 0.4447, 0.3142], [-0.1293, 2.4785, -0.5972], [4.2979, -3.8474, -3.3878], [2.9202, -4.2497, -3.9560], [3.8914, -4.2732, -4.1756]],
  "atomic_forces_ev_per_a": [[-3.202, 0.742, -2.685], [-3.798, 1.821, 0.841], [-1.102, 0.488, 1.306], [3.410, 2.034, -0.529], [3.375, -1.676, 1.636], [2.302, -1.619, -0.821], [1.870, -0.213, 1.824], [2.601, -1.996, -0.407], [1.176, -0.122, 0.703], [0.013, 0.533, 0.045], [-1.021, -2.348, -2.093], [-2.037, 0.904, 1.676], [-3.587, 1.450, -1.496], [-0.316, -0.436, -0.833], [1.470, -0.079, -0.424], [-1.154, 0.515, 1.256]],
  "nbo_charge": [-0.050, -0.740, -0.489, -0.089, -0.730, 0.167, 0.180, 0.467, 0.254, 0.195, 0.182, 0.209, 0.446, 0.468, 0.469, -0.937],
  "smiles": "OCCCO.O",
  "e_tot_ha": -345.9188,
  "e_lumo_ev": 0.66,
  "relative_energy_kcal_mol": 60.0
}